72
Properties=species:S:1:pos:R:3 method="wB97M-V/def2-TZVPD" charge=+1 spin_multiplicity=5 e_above_lowest_kj_mol=71.4
Ir -2.33886 -0.39942 -0.12563
O -3.30246 -3.10616 2.70597
S -3.37417 -1.92118 1.95210
O -3.43070 -2.16025 0.43427
O -2.27196 -0.91864 2.13472
C -4.85143 -1.09251 2.34171
C -5.80544 -1.83989 3.08303
C -7.00133 -1.30239 3.48569
C -7.31647 0.01387 3.14034
C -6.39580 0.75232 2.36196
C -5.15685 0.21475 1.95977
S -4.27757 1.34229 0.85559
O -4.11659 0.43208 -0.41182
O -5.10053 2.45625 0.62942
O -2.88730 1.50568 1.24916
H -5.52843 -2.86020 3.41218
H -7.64551 -1.95119 4.07682
H -8.26955 0.33259 3.51333
H -6.62864 1.79352 2.23756
C 6.65356 0.76391 0.20388
C 5.68098 -0.14253 0.96336
C 5.79744 0.09497 2.46977
C 6.02576 -1.62185 0.72029
C 4.17962 0.11137 0.50450
O 4.19585 -0.03761 -0.92807
C 3.76125 1.57069 0.71586
C 2.23355 2.01630 0.87307
C 1.33171 1.99675 -0.31402
C 0.07152 2.64990 -0.23949
C -0.72498 2.68461 -1.35261
C -0.24383 2.08513 -2.51469
Cl -1.12130 2.33637 -4.04899
C 0.90472 1.40758 -2.58683
C 1.71245 1.34436 -1.45368
C 3.11591 -0.83773 1.19186
N 1.83198 -1.02896 0.52625
C 0.67077 -0.49246 0.77912
N -0.25664 -0.88253 -0.12401
C 0.48214 -1.68893 -1.00524
N 1.73097 -1.82648 -0.65221
H 7.72187 0.47665 0.45371
H 6.63314 1.80973 0.45019
H 6.60374 0.71135 -0.92177
H 6.76656 -0.03233 2.92382
H 5.07753 -0.49294 3.05854
H 5.61682 1.15510 2.68517
H 7.06745 -1.81482 1.05025
H 6.10148 -1.89524 -0.34816
H 5.42673 -2.33560 1.28418
H 4.23986 -0.98672 -1.17846
H 4.24731 2.13729 -0.03640
H 4.24346 1.80036 1.62861
H 2.39646 3.05186 1.08373
H 1.75616 1.62328 1.79470
H -0.30987 3.07783 0.64685
H -1.67718 3.20523 -1.39770
H 1.19803 1.03491 -3.53895
H 2.71712 0.99619 -1.57100
H 2.99159 -0.52484 2.19814
H 3.54556 -1.84656 1.21142
H 0.51403 0.02070 1.69100
H 0.03068 -2.14176 -1.85164
N -3.80343 -0.97165 -5.62371
C -3.27375 -1.62571 -4.48349
C -3.34513 -0.81884 -3.20601
O -4.28931 0.05209 -3.22584
O -2.53564 -1.00538 -2.35698
H -3.95778 -1.67297 -6.36616
H -3.19377 -0.18779 -5.91140
H -4.73095 -0.04611 -4.10961
H -2.28537 -2.02222 -4.61782
H -3.82726 -2.52550 -4.17955

=====

18
Properties=species:S:1:pos:R:3 method="wB97M-V/def2-TZVPD" charge=+1 e_above_lowest_kj_mol=369.3
Li -1.74801 1.77604 0.00576
O 0.14429 1.76340 0.53547
C 0.69557 0.92432 -0.13370
O 2.00117 0.84416 -0.20704
C 2.50983 -0.49990 -0.30520
C 1.44266 -1.40079 0.29874
H 3.44636 -0.55663 0.25654
H 2.65193 -0.70558 -1.37193
H 1.38748 -2.38558 -0.17007
H 1.45672 -1.43265 1.39335
O 0.23392 -0.67834 -0.08493
C -1.05704 -0.93850 0.38732
C -2.07177 -0.64845 -0.55168
C -3.34176 -0.25433 -0.23624
H -1.14802 -0.71246 1.45302
H -1.79279 -0.76626 -1.60397
H -3.64558 -0.11262 0.80535
H -4.11486 -0.22351 -1.00330

=====

32
Properties=species:S:1:pos:R:3 method="wB97M-V/def2-TZVPD" smiles="O=P1(Nc2cccnc2)COc2ccccc2OC1" e_above_lowest_kj_mol=29.0
O -0.57743 -3.16835 -0.38903
P 0.13149 -1.90105 -0.22004
N -0.51137 -0.58750 -1.07541
C -1.66567 0.07502 -0.65866
C -1.87941 1.41128 -0.98391
C -3.04225 2.02340 -0.55014
C -3.94262 1.28020 0.19802
N -3.74384 0.01011 0.50918
C -2.64242 -0.57874 0.09331
C 1.90828 -1.90742 -0.75424
O 2.66615 -1.09921 0.10974
C 2.28869 0.24142 0.11004
C 3.02069 1.11371 -0.68787
C 2.75889 2.46968 -0.70077
C 1.74280 2.97115 0.09678
C 0.99832 2.11709 0.88245
C 1.24616 0.74237 0.90252
O 0.42254 0.03002 1.72223
C 0.30697 -1.35695 1.55396
H 0.15152 0.02075 -1.54205
H -1.14246 1.95608 -1.55958
H -3.23869 3.05824 -0.78409
H -4.86148 1.71431 0.56686
H -2.51984 -1.62183 0.35386
H 2.01787 -1.60937 -1.80822
H 2.27771 -2.93004 -0.63904
H 3.81783 0.69664 -1.28508
H 3.34560 3.12723 -1.32265
H 1.52653 4.02823 0.10366
H 0.19820 2.48269 1.50652
H 1.16308 -1.89832 1.98236
H -0.59609 -1.65772 2.09378

=====

12
Properties=species:S:1:pos:R:3 method="wB97M-V/def2-TZVPD" charge=+1 e_above_lowest_kj_mol=492.4
C -0.76292 0.50403 -0.19213
C 1.48594 -3.00430 0.01702
N -1.66665 0.19582 0.66487
N -0.51083 1.67744 -0.61664
O -2.46852 1.29080 1.11986
I 0.49478 -1.61396 -1.01531
H 2.50494 -2.90049 0.28445
H 1.03301 -3.81920 0.49382
H -1.54521 -0.62392 1.25872
H 0.23308 1.74116 -1.30456
H -0.66240 2.64048 -0.21699
H -3.27429 1.41871 0.74332

=====

Results for DFT total energy: -86800.6521, -12688.8522, -32103.7717, -15287.1914 (in eV, following the order of the records).